1.
{"formula": "C5H6O", "method": "wB97M-V/def2-TZVPD", "symbols": ["C", "C", "C", "O", "C", "C", "H", "H", "H", "H", "H", "H"], "coordinates": [[2.988, 0.748, 0.110], [1.987, 0.068, 0.195], [0.697, -0.694, 0.129], [0.519, -1.492, -0.755], [-0.696, -0.260, 0.626], [-1.725, 0.096, -0.493], [3.868, 1.368, 0.040], [-1.108, -1.083, 1.226], [-0.510, 0.620, 1.211], [-2.588, 0.581, -0.013], [-2.115, -0.763, -1.057], [-1.317, 0.811, -1.217]], "mulliken_charge": [0.1911, -0.4504, 0.1877, -0.4474, -0.3414, -1.0494, 0.3879, 0.2423, 0.3449, 0.3243, 0.2893, 0.3210], "smiles": "C#CC(=O)CC", "homo_lumo_gap_ev": 10.14}

***

2.
{"formula": "C5H6O", "method": "wB97M-V/def2-TZVPD", "symbols": ["C", "C", "C", "C", "C", "O", "H", "H", "H", "H", "H", "H"], "coordinates": [[2.167, 0.200, 1.012], [1.447, -0.262, 0.165], [0.463, -0.830, -0.757], [-0.966, -0.533, -0.286], [-1.268, 0.885, 0.142], [-1.795, -1.412, -0.259], [2.797, 0.593, 1.779], [0.588, -0.419, -1.769], [0.571, -1.917, -0.826], [-2.349, 1.035, 0.153], [-0.781, 1.620, -0.507], [-0.874, 1.041, 1.153]], "mulliken_charge": [0.1043, -0.4240, -0.5814, 0.5883, -1.0408, -0.5368, 0.3872, 0.2734, 0.2840, 0.3331, 0.3310, 0.2816], "smiles": "C#CCC(C)=O", "homo_lumo_gap_ev": 10.56}

***

3.
{"formula": "C5H6O", "method": "wB97M-V/def2-TZVPD", "symbols": ["C", "C", "C", "C", "C", "O", "H", "H", "H", "H", "H", "H"], "coordinates": [[0.798, 1.087, 0.595], [-1.091, 0.105, 0.998], [0.261, -0.415, 0.628], [0.104, -1.043, -0.727], [-1.096, -0.664, -1.145], [-1.773, 0.059, -0.151], [0.963, 1.448, 1.614], [0.115, 1.802, 0.114], [1.725, 1.070, 0.031], [0.855, -0.957, 1.367], [0.787, -1.697, -1.259], [-1.648, -0.795, -2.065]], "mulliken_charge": [-1.0914, -0.5914, 0.4175, -0.4604, -0.3787, -0.1457, 0.3059, 0.3249, 0.3564, 0.4429, 0.3832, 0.4369], "homo_lumo_gap_ev": 9.55}

***

4.
{"formula": "C5H6O", "method": "wB97M-V/def2-TZVPD", "symbols": ["C", "C", "C", "O", "C", "C", "H", "H", "H", "H", "H", "H"], "coordinates": [[-1.223, 0.846, -0.092], [-1.413, -0.459, 0.067], [-0.026, -1.372, 0.104], [1.155, -0.731, -0.246], [1.320, 0.624, 0.067], [0.105, 1.339, 0.171], [-2.075, 1.553, -0.401], [-2.352, -1.073, 0.060], [0.104, -1.962, 1.073], [-0.317, -1.968, -0.727], [2.493, 1.016, 0.228], [0.338, 2.426, -0.175]], "mulliken_charge": [-0.0861, -0.4161, -0.3466, -0.3696, -0.0127, -0.3955, 0.2817, 0.3108, 0.2493, 0.2901, 0.2876, 0.2072], "smiles": "C1=CCOC=C1", "homo_lumo_gap_ev": 8.68}

***

5.
{"formula": "C5H6O", "method": "wB97M-V/def2-TZVPD", "symbols": ["C", "C", "C", "C", "C", "O", "H", "H", "H", "H", "H", "H"], "coordinates": [[-1.110, 1.588, -0.977], [-0.540, 0.298, -0.313], [-0.805, -0.584, 0.554], [0.370, -1.288, 1.003], [1.403, -0.694, 0.343], [0.839, 0.223, -0.480], [-0.715, 2.482, -0.243], [-2.165, 1.483, -1.032], [-1.158, 1.925, -2.082], [-1.734, -0.625, 1.213], [0.686, -2.097, 1.606], [2.463, -0.875, 0.722]], "mulliken_charge": [-1.0531, 0.3847, -0.3817, -0.2531, -0.1584, -0.3530, 0.1951, 0.3416, 0.3049, 0.2553, 0.3914, 0.3262], "smiles": "Cc1ccco1", "homo_lumo_gap_ev": 9.88}

***

6.
{"formula": "C5H6O", "method": "wB97M-V/def2-TZVPD", "symbols": ["C", "C", "C", "C", "C", "O", "H", "H", "H", "H", "H", "H"], "coordinates": [[-1.859, -0.125, 0.270], [-0.467, 0.092, -0.205], [0.468, 1.056, 0.006], [1.739, 0.406, -0.117], [1.473, -0.879, -0.446], [0.141, -1.081, -0.534], [-2.367, 0.799, 0.546], [-1.753, -0.728, 1.180], [-2.467, -0.700, -0.432], [0.293, 2.090, 0.270], [2.715, 0.818, 0.090], [2.084, -1.748, -0.628]], "mulliken_charge": [-1.0532, 0.3937, -0.4356, -0.3402, -0.3487, -0.3070, 0.3378, 0.2496, 0.2902, 0.4055, 0.3830, 0.4248], "smiles": "Cc1ccco1", "homo_lumo_gap_ev": 9.56}

***

Energy above the lowest of the compared OMol25 structures with the same formula, charge and spin
In order: 245.1, 149.6, 304.8, 294.3, 242.5, 36.7
Unit: kJ/mol
E_tot
In order: -269.2529, -269.2892, -269.2301, -269.2341, -269.2539, -269.3323
Unit: Ha
E_LUMO
In order: 0.206, 0.876, 0.850, 0.781, 1.052, 1.123
Unit: eV